[1]
Density functional theory data (ωB97M-V/def2-TZVPD) for a cluster of 8 separate species, C16H48O16 in total.

Atoms and positions in Å:
O1 0.970 1.244 4.588
C1 0.062 2.323 4.216
C2 0.439 2.645 2.842
O2 1.723 3.255 2.740
H1 1.093 1.218 5.524
H2 -0.941 1.881 4.317
H3 0.158 3.173 4.872
H4 -0.243 3.220 2.276
H5 0.434 1.628 2.368
H6 1.744 3.369 1.778
O3 -1.830 -1.608 -3.747
C3 -2.498 -0.415 -4.074
C4 -3.686 -0.708 -4.983
O4 -4.760 -1.207 -4.247
H7 -1.073 -1.431 -3.204
H8 -2.886 0.023 -3.171
H9 -1.771 0.282 -4.512
H10 -3.220 -1.431 -5.725
H11 -4.033 0.143 -5.564
H12 -4.396 -1.613 -3.436
O5 3.289 -2.796 -1.068
C5 3.208 -2.944 -2.433
C6 2.078 -3.841 -2.807
O6 2.169 -4.004 -4.227
H13 4.166 -2.990 -0.720
H14 2.971 -1.990 -2.933
H15 4.099 -3.333 -2.883
H16 1.144 -3.295 -2.511
H17 2.092 -4.778 -2.282
H18 1.280 -4.073 -4.572
O7 1.013 -5.317 2.137
C7 0.140 -5.172 1.001
C8 -0.023 -3.754 0.577
O8 -0.697 -3.034 1.560
H19 0.801 -4.611 2.759
H20 0.645 -5.712 0.210
H21 -0.806 -5.645 1.178
H22 -0.642 -3.698 -0.368
H23 0.974 -3.319 0.322
H24 -0.111 -2.354 1.962
O9 -3.100 1.462 2.102
C9 -3.705 2.706 2.238
C10 -3.508 3.492 0.932
O10 -2.115 3.737 0.782
H25 -3.774 0.793 2.040
H26 -4.786 2.595 2.452
H27 -3.254 3.316 3.063
H28 -4.094 4.426 0.919
H29 -3.756 2.894 0.046
H30 -1.951 4.567 1.251
O11 3.276 0.111 3.683
C11 3.472 -0.296 2.314
C12 2.718 -1.590 2.156
O12 1.399 -1.481 2.655
H31 2.673 0.868 3.763
H32 3.062 0.418 1.597
H33 4.554 -0.429 2.152
H34 3.257 -2.340 2.764
H35 2.671 -1.961 1.126
H36 1.449 -0.902 3.444
O13 -0.123 2.739 -2.477
C13 0.791 3.774 -2.083
C14 0.791 4.126 -0.652
O14 1.289 3.027 0.153
H37 -0.655 2.546 -1.678
H38 1.840 3.503 -2.363
H39 0.543 4.739 -2.621
H40 -0.234 4.435 -0.383
H41 1.486 4.927 -0.558
H42 0.478 2.437 0.213
O15 0.330 -0.184 -2.322
C15 0.371 -0.320 -0.877
C16 -0.915 0.114 -0.238
O16 -1.130 1.532 -0.325
H43 0.269 0.803 -2.428
H44 0.482 -1.345 -0.572
H45 1.245 0.196 -0.523
H46 -0.881 -0.141 0.825
H47 -1.776 -0.375 -0.716
H48 -1.763 1.754 0.385

Values from the calculation:
Structure (SMILES): OCCO.OCCO.OCCO.OCCO.OCCO.OCCO.OCCO.OCCO

Table of Löwdin atomic charges, one value per atom, all in e: -0.076 -0.186 -0.274 -0.049 0.088 0.125 0.123 0.089 0.131 0.035 -0.070 -0.267 -0.266 -0.062 0.033 0.103 0.126 0.133 0.115 0.094 -0.057 -0.288 -0.246 -0.055 0.103 0.130 0.122 0.122 0.112 0.081 -0.065 -0.235 -0.297 -0.077 0.073 0.112 0.111 0.133 0.104 0.055 -0.048 -0.245 -0.212 -0.110 0.101 0.130 0.132 0.129 0.129 0.106 -0.085 -0.205 -0.239 -0.091 0.048 0.115 0.126 0.128 0.095 0.086 -0.082 -0.237 -0.221 -0.097 0.047 0.137 0.136 0.116 0.119 0.073 -0.077 -0.189 -0.176 -0.123 0.076 0.091 0.118 0.119 0.134 0.060

[2]
Density functional theory data (ωB97M-V/def2-TZVPD) for a cluster of 8 separate species, C16H48O8 in total.

Atoms and positions in Å:
C1 -0.062 -3.430 3.068
C2 0.818 -4.079 2.020
O1 0.717 -5.491 2.184
H1 -1.098 -3.685 2.847
H2 0.020 -2.344 3.097
H3 0.220 -3.808 4.051
H4 1.855 -3.726 2.057
H5 0.462 -3.836 1.009
H6 1.456 -5.936 1.765
C3 -0.727 4.544 3.163
C4 -0.242 3.899 1.876
O2 -0.203 2.482 1.981
H7 -0.973 5.600 3.032
H8 0.033 4.437 3.934
H9 -1.658 4.082 3.500
H10 0.776 4.228 1.658
H11 -0.833 4.220 1.009
H12 -1.100 2.144 2.082
C5 0.876 4.967 -2.406
C6 -0.392 4.165 -2.707
O3 -0.458 3.782 -4.076
H13 1.714 4.306 -2.633
H14 0.842 5.187 -1.336
H15 1.015 5.867 -3.000
H16 -1.298 4.713 -2.456
H17 -0.378 3.250 -2.106
H18 0.277 3.201 -4.286
C7 -5.547 -0.453 0.572
C8 -4.199 -0.794 -0.009
O4 -3.257 -0.942 1.056
H19 -5.881 -1.165 1.328
H20 -6.288 -0.371 -0.225
H21 -5.529 0.501 1.105
H22 -3.850 0.019 -0.662
H23 -4.200 -1.710 -0.612
H24 -2.407 -1.224 0.646
C9 3.764 -0.238 3.139
C10 2.540 0.156 2.344
O5 2.558 1.574 2.198
H25 3.771 0.220 4.130
H26 4.707 0.066 2.680
H27 3.834 -1.315 3.321
H28 1.631 -0.134 2.882
H29 2.518 -0.262 1.330
H30 1.649 1.864 2.029
C11 -2.692 -4.794 -2.382
C12 -1.305 -4.541 -1.840
O6 -0.728 -3.392 -2.498
H31 -3.316 -3.927 -2.156
H32 -3.181 -5.644 -1.908
H33 -2.640 -4.925 -3.463
H34 -0.642 -5.405 -1.907
H35 -1.369 -4.272 -0.779
H36 0.065 -3.643 -2.977
C13 -0.430 0.170 -1.871
C14 -0.105 -0.397 -0.508
O7 -0.908 -1.551 -0.258
H37 -1.490 0.436 -1.895
H38 -0.366 -0.593 -2.655
H39 0.215 0.976 -2.221
H40 -0.243 0.338 0.285
H41 0.934 -0.750 -0.443
H42 -0.746 -2.221 -0.939
C15 3.440 0.101 -2.055
C16 3.555 1.471 -1.397
O8 3.351 2.443 -2.444
H43 3.247 -0.616 -1.248
H44 4.329 -0.254 -2.577
H45 2.612 0.019 -2.757
H46 4.494 1.642 -0.873
H47 2.713 1.533 -0.700
H48 3.732 3.265 -2.115

Values from the calculation:
Structure (SMILES): CCO.CCO.CCO.CCO.CCO.CCO.CCO.CCO

Table of Löwdin atomic charges, one value per atom, all in e: -0.075 -0.326 -0.083 0.078 0.063 0.076 0.107 0.088 0.077 -0.079 -0.308 -0.099 0.076 0.078 0.075 0.114 0.108 0.098 -0.075 -0.315 -0.082 0.046 0.066 0.075 0.110 0.087 0.077 -0.097 -0.334 -0.113 0.074 0.073 0.072 0.103 0.103 0.034 -0.087 -0.319 -0.101 0.076 0.073 0.068 0.110 0.088 0.032 -0.075 -0.290 -0.099 0.070 0.079 0.078 0.117 0.101 0.093 -0.064 -0.270 -0.111 0.079 0.073 0.058 0.105 0.094 0.047 -0.090 -0.284 -0.104 0.058 0.071 0.067 0.117 0.093 0.075

[3]
Density functional theory data (ωB97M-V/def2-TZVPD) for a cluster of 8 separate species, C16H48O8S2 in total.

Atoms and positions in Å:
C1 1.506 7.416 -45.111
C2 0.389 7.616 -44.140
O1 -0.821 6.890 -44.409
H1 2.365 7.835 -44.799
H2 1.147 7.908 -46.030
H3 1.723 6.354 -45.092
H4 0.230 8.639 -43.898
H5 0.476 7.402 -43.247
H6 -1.641 7.434 -44.175
C3 -2.054 2.679 -40.031
C4 -0.580 2.673 -40.050
O2 0.069 2.502 -38.850
H7 -2.400 2.914 -40.963
H8 -2.354 3.476 -39.383
H9 -2.569 1.782 -39.760
H10 -0.113 3.573 -40.421
H11 -0.380 2.028 -40.793
H12 0.956 2.543 -38.919
C5 -0.376 4.736 -47.789
C6 -0.313 3.239 -48.115
O3 -1.433 2.569 -47.804
H13 -1.402 5.077 -48.038
H14 0.425 5.263 -48.236
H15 -0.232 4.974 -46.610
H16 0.685 2.896 -47.804
H17 -0.341 2.944 -49.114
H18 -1.564 1.650 -48.220
C7 -2.758 -0.641 -43.632
C8 -1.573 -0.733 -44.656
O4 -0.368 -0.447 -43.965
H19 -2.950 0.408 -43.463
H20 -2.664 -1.286 -42.850
H21 -3.704 -0.884 -44.243
H22 -1.557 -0.258 -45.568
H23 -1.569 -1.824 -44.941
H24 -0.148 -0.975 -43.299
C9 1.574 3.535 -44.395
C10 0.148 3.616 -43.979
O5 -0.082 2.412 -43.249
H25 2.267 3.627 -43.678
H26 1.909 4.449 -45.042
H27 1.972 2.719 -45.089
H28 -0.874 3.742 -44.584
H29 0.081 4.411 -43.151
H30 -0.235 1.740 -43.822
C11 2.673 -0.180 -40.314
C12 2.789 -0.114 -41.745
O6 2.668 -1.454 -42.253
H31 2.830 0.851 -39.698
H32 3.343 -0.865 -39.889
H33 1.804 -0.564 -40.238
H34 3.693 0.184 -42.116
H35 1.843 0.354 -42.417
H36 1.688 -1.603 -42.480
C13 -3.888 3.677 -43.582
S1 -3.804 3.372 -45.354
O7 -5.171 2.830 -45.740
C14 -3.966 5.008 -45.864
H37 -3.767 2.557 -43.034
H38 -4.951 4.334 -43.494
H39 -2.920 4.269 -43.517
H40 -4.754 5.507 -45.433
H41 -4.234 4.898 -46.947
H42 -3.147 5.642 -45.821
C15 2.549 5.383 -41.075
S2 3.555 4.501 -39.886
O8 2.510 3.605 -39.154
C16 4.070 3.223 -41.005
H43 3.118 5.814 -41.695
H44 1.764 6.324 -40.707
H45 1.880 4.756 -41.628
H46 3.074 2.860 -41.456
H47 4.464 2.333 -40.501
H48 4.860 3.486 -41.772

Table of Löwdin atomic charges, one value per atom, all in e: -0.033 -0.308 -0.100 0.036 0.103 0.046 0.115 0.012 0.124 -0.054 -0.353 -0.018 0.018 0.078 0.081 0.107 0.053 -0.041 -0.058 -0.401 -0.099 0.075 0.049 0.098 0.108 0.088 0.147 -0.041 -0.246 -0.050 0.040 0.036 0.109 0.079 0.119 -0.006 -0.088 -0.281 -0.088 -0.005 0.083 0.110 0.130 0.118 -0.013 -0.079 -0.330 -0.118 0.134 0.072 0.006 0.071 0.169 0.099 -0.289 0.750 -0.563 -0.297 0.105 0.129 0.035 0.027 0.086 0.020 -0.270 0.913 -0.576 -0.297 -0.056 0.166 0.015 0.072 0.047 0.080

Record-wise gap between HOMO and LUMO values, in eV: 9.75 9.90 8.99
Record-wise largest force on an atom values, in eV/A: 2.3 1.7 9.9
Record-wise relative energy (zero: lowest compared OMol25 entry of this formula, charge and spin) values, in kcal per mole: 16.6 45.6 22.4